Record 1
8 unconnected molecules or ions with the total composition C34H51F8N6O26S at a distorted geometry. Source: the Open Molecules 2025 dataset; level of theory: wB97M-V/def2-TZVPD.

## Properties
HOMO = -11.66 eV
E_LUMO = -3.327 eV
HOMO-LUMO gap = 8.333 eV
E = -130828.1370 eV

ORCA input file:
```
! wB97M-V def2-TZVPD RIJCOSX def2/J DEFGRID3
* xyz 1 1
C -3.790 -2.860 3.271
N -3.555 -1.469 2.855
C -2.552 -1.395 1.819
N -2.158 0.045 1.584
C -2.450 0.399 0.166
C -3.961 0.479 -0.161
N -4.289 -0.126 -1.452
C -0.807 0.263 1.875
N 0.137 0.360 0.842
C 0.759 1.694 0.696
C 0.677 2.196 -0.751
F -0.058 3.373 -0.784
C 1.102 -0.747 0.736
C 0.468 -2.075 0.342
C 1.458 -3.055 -0.358
C 1.943 -4.195 0.573
S 3.636 -4.043 1.123
O 4.494 -3.930 -0.032
O 3.890 -5.174 1.989
O 3.849 -2.740 2.026
N -0.522 0.426 3.149
N 0.776 0.668 3.592
C -1.559 0.383 4.197
C -0.998 0.983 5.483
O -0.757 0.302 6.493
O -0.798 2.349 5.441
H -4.114 -3.475 2.428
H -2.876 -3.258 3.712
H -4.567 -2.846 4.030
H -4.431 -1.084 2.524
H -2.892 -1.838 0.880
H -1.700 -1.936 2.232
H -2.011 1.363 -0.082
H -1.999 -0.327 -0.510
H -4.219 1.535 -0.210
H -4.598 0.011 0.582
H -4.581 -1.084 -1.334
H -3.523 -0.084 -2.108
H 0.288 2.418 1.362
H 1.810 1.653 0.997
H 1.683 2.442 -1.079
H 0.218 1.429 -1.369
H 1.739 -0.889 1.614
H 1.771 -0.472 -0.080
H 0.123 -2.605 1.228
H -0.328 -1.894 -0.374
H 2.362 -2.547 -0.694
H 0.950 -3.484 -1.214
H 1.977 -5.115 -0.005
H 1.290 -4.321 1.431
H 4.068 -2.023 1.412
H 1.403 -0.107 3.447
H 1.141 1.542 3.247
H -1.812 -0.645 4.430
H -2.447 0.907 3.851
H 0.139 2.505 5.279
C 3.549 2.933 -5.247
C 4.217 2.765 -3.904
O 3.161 2.240 -3.107
C 2.326 1.559 -3.946
O 1.495 0.792 -3.584
O 2.581 1.871 -5.227
F 4.623 3.944 -3.379
H 3.035 3.891 -5.327
H 4.229 2.825 -6.082
H 5.054 2.066 -3.897
C -8.923 -0.399 3.991
C -7.867 -0.841 4.978
O -6.701 -0.881 4.168
C -6.875 0.026 3.170
O -6.001 0.425 2.471
O -8.159 0.410 3.087
F -8.110 -2.077 5.471
H -9.349 -1.244 3.449
H -9.724 0.176 4.446
H -7.705 -0.152 5.809
C -9.856 -3.976 -0.101
C -10.158 -2.497 -0.182
O -9.257 -1.957 0.775
C -8.184 -2.791 0.836
O -7.147 -2.511 1.339
O -8.464 -3.973 0.250
F -11.426 -2.215 0.192
H -10.429 -4.462 0.689
H -10.019 -4.501 -1.038
H -9.963 -2.044 -1.155
C 7.151 1.386 -8.353
C 7.064 2.005 -9.731
O 5.660 2.135 -9.909
C 5.104 2.280 -8.683
O 4.000 2.665 -8.483
O 5.985 1.929 -7.713
F 7.561 1.187 -10.681
H 7.071 0.299 -8.395
H 8.054 1.660 -7.816
H 7.530 2.987 -9.820
C 0.102 0.343 9.751
C -0.125 1.820 9.581
O 0.673 2.379 10.606
C 1.706 1.509 10.830
O 2.690 1.770 11.426
O 1.443 0.306 10.253
F -1.423 2.156 9.789
H -0.575 -0.094 10.486
H 0.017 -0.205 8.818
H 0.197 2.217 8.616
C 7.455 -1.391 2.507
C 7.843 -0.934 3.894
O 7.133 0.297 4.010
C 6.036 0.204 3.231
O 5.101 0.931 3.284
O 6.132 -0.837 2.376
F 9.166 -0.697 3.997
H 8.104 -0.964 1.743
H 7.436 -2.472 2.398
H 7.535 -1.603 4.698
C 2.024 3.341 -11.807
C 2.599 2.024 -12.277
O 3.724 2.437 -13.031
C 4.147 3.622 -12.507
O 5.203 4.113 -12.715
O 3.197 4.152 -11.700
F 1.740 1.353 -13.084
H 1.348 3.771 -12.548
H 1.514 3.270 -10.851
H 2.926 1.361 -11.475
*
```



Record 2
A gas-phase ion, C23H27F3NO3S (charge -1) at a distorted geometry. Source: the Open Molecules 2025 dataset; level of theory: wB97M-V/def2-TZVPD.

## Properties
HOMO = -3.92 eV
E_LUMO = 2.867 eV
HOMO-LUMO gap = 6.788 eV
E = -50909.3422 eV

ORCA input file:
```
! wB97M-V def2-TZVPD RIJCOSX def2/J DEFGRID3
* xyz -1 1
C -3.318 -2.293 -0.400
C -2.515 -1.016 -0.592
N -2.893 0.066 0.312
C -4.198 0.660 0.091
C -4.614 0.684 -1.375
C -2.337 0.154 1.610
C -0.818 0.124 1.691
C -0.148 0.816 0.560
C 1.155 0.236 0.109
C 1.327 -1.140 -0.071
C 2.478 -1.625 -0.710
C 3.442 -0.768 -1.175
C 3.320 0.620 -0.929
C 2.168 1.118 -0.326
O -0.608 1.775 -0.036
O -3.035 0.252 2.593
H -2.814 -3.111 -0.926
H -3.403 -2.529 0.666
H -4.331 -2.155 -0.782
H -1.441 -1.213 -0.475
H -2.627 -0.652 -1.625
H -4.961 0.133 0.688
H -4.173 1.697 0.463
H -5.574 1.207 -1.471
H -3.875 1.224 -1.971
H -4.755 -0.324 -1.782
H -0.430 -0.922 1.868
H 0.556 -1.806 0.321
H 2.526 -2.707 -0.882
H 4.318 -1.145 -1.712
H 4.116 1.310 -1.211
H 2.033 2.204 -0.169
C -0.322 -1.001 7.630
C 0.178 -1.004 6.185
C 1.683 -1.307 6.165
C -0.652 -1.972 5.338
C -2.028 -1.706 5.271
C -2.834 -2.302 4.299
C -2.267 -3.228 3.412
C -0.908 -3.547 3.513
C -0.116 -2.895 4.463
O -0.072 0.311 5.736
S -0.143 0.417 3.753
C 0.465 2.088 3.788
F 1.288 2.380 4.814
F 1.169 2.293 2.605
F -0.599 2.939 3.824
H -0.156 -1.995 8.069
H 0.231 -0.241 8.193
H -1.391 -0.757 7.670
H 1.901 -2.207 6.775
H 2.076 -1.374 5.136
H 2.166 -0.432 6.614
H -2.460 -0.966 5.934
H -3.878 -2.017 4.220
H -2.896 -3.640 2.641
H -0.495 -4.329 2.890
H 0.942 -3.130 4.521
*
```



Record 3
A molecular structure, C8H22B2O27 at a distorted geometry. Source: the Open Molecules 2025 dataset; level of theory: wB97M-V/def2-TZVPD.

## Properties
HOMO = -4.62 eV
E_LUMO = 2.206 eV
ΔE to the lowest compared entry with this formula, charge and spin = 274.7 kcal per mole
HOMO-LUMO gap = 6.826 eV
E = -65293.3661 eV

ORCA input file:
```
! wB97M-V def2-TZVPD RIJCOSX def2/J DEFGRID3
* xyz -2 1
O 2.517 2.475 -0.489
C 2.415 1.545 -1.418
O 2.648 0.439 -1.241
B 2.209 -0.337 -2.514
O 1.739 0.732 -3.402
C 1.942 1.755 -2.761
O 1.540 2.890 -3.133
O 1.179 -1.306 -2.222
C 1.657 -2.347 -2.794
O 0.927 -3.432 -2.663
C 3.046 -2.345 -3.223
O 3.355 -1.130 -3.134
O 3.801 -3.222 -3.311
O -2.518 3.148 0.507
C -1.833 2.162 0.225
O -1.680 1.080 0.952
B -0.885 0.146 0.152
O -0.620 0.937 -1.134
C -1.073 2.074 -1.042
O -1.013 2.938 -1.875
O -1.507 -1.198 -0.099
C -0.626 -1.991 0.430
O -0.987 -3.147 0.666
C 0.447 -1.387 0.936
O 0.466 -0.116 0.809
O 1.611 -1.840 1.084
O 2.719 0.204 1.937
H 1.779 -0.034 1.666
H 2.737 -0.239 2.700
O -0.636 5.681 -2.140
H -0.837 4.765 -2.254
H -0.223 5.868 -1.346
O -3.825 4.078 -1.630
H -3.553 3.887 -0.673
H -3.801 3.211 -2.075
O 1.311 1.926 3.238
H 2.000 1.471 2.755
H 0.460 1.483 3.058
O -1.333 0.813 3.616
H -1.957 0.982 2.891
H -1.520 1.435 4.224
O -1.022 -5.176 2.372
H -0.906 -4.485 1.807
H -1.527 -4.596 3.100
O 2.111 -3.010 3.855
H 1.223 -2.670 3.555
H 2.784 -2.266 4.027
O -2.297 -1.154 -3.036
H -1.820 -1.323 -2.199
H -2.272 -2.085 -3.562
O 3.278 -3.007 0.693
H 2.362 -2.591 0.856
H 3.451 -3.548 1.484
O -2.264 -4.606 -1.438
H -2.810 -3.951 -1.373
H -1.736 -4.437 -0.606
O -3.685 4.911 2.135
H -3.061 4.441 1.553
H -3.907 5.502 1.519
*
```



Record 4
A single C14H18N2O3 molecule at a distorted geometry. Source: the Open Molecules 2025 dataset; level of theory: wB97M-V/def2-TZVPD.

## Properties
HOMO = -9.16 eV
E_LUMO = 0.500 eV
ΔE to the lowest compared entry with this formula, charge and spin = 87.2 kcal per mole
HOMO-LUMO gap = 9.661 eV
SMILES = O=C(O)[C@H](Cc1ccccc1)NC(=O)[C@@H]1CCCN1
E = -23930.4501 eV

ORCA input file:
```
! wB97M-V def2-TZVPD RIJCOSX def2/J DEFGRID3
* xyz 0 1
O 3.855 -0.784 1.079
C 3.410 -0.464 0.009
O 4.099 -0.521 -1.148
C 2.037 0.200 0.018
C 2.128 1.787 -0.042
C 0.649 2.216 -0.156
C -0.154 2.675 0.885
C -1.574 2.835 1.012
C -2.206 2.383 -0.080
C -1.440 1.889 -1.265
C -0.111 1.886 -1.312
N 1.317 -0.249 1.225
C 0.083 -0.848 1.428
O -0.226 -1.173 2.609
C -0.888 -0.829 0.193
C -2.094 -1.581 0.652
C -2.024 -2.974 -0.116
C -1.178 -2.659 -1.301
N -0.235 -1.533 -0.936
H 4.792 -1.170 -0.901
H 1.434 -0.074 -0.765
H 2.753 2.059 -0.933
H 2.768 2.221 0.712
H 0.351 2.961 1.841
H -2.077 3.364 1.796
H -3.291 2.330 -0.066
H -2.154 1.562 -2.039
H 0.467 1.981 -2.260
H 1.727 -0.061 2.186
H -1.321 -0.018 -0.102
H -2.037 -1.736 1.740
H -2.912 -0.920 0.320
H -1.314 -3.669 0.392
H -2.999 -3.389 -0.265
H -0.484 -3.448 -1.642
H -1.773 -2.234 -2.157
H 0.621 -2.014 -0.611
*
```



Record 5
2 unconnected molecules or ions with the total composition C2H10NS at a distorted geometry. Source: the Open Molecules 2025 dataset; level of theory: wB97M-V/def2-TZVPD.

## Properties
HOMO = -13.44 eV
E_LUMO = -3.945 eV
ΔE to the lowest compared entry with this formula, charge and spin = 4.3 kcal per mole
HOMO-LUMO gap = 9.493 eV
E = -14554.8781 eV

ORCA input file:
```
! wB97M-V def2-TZVPD RIJCOSX def2/J DEFGRID3
* xyz 1 1
N -1.287 -0.476 2.205
H -1.559 -0.184 3.145
H -1.836 -1.286 1.901
H -0.295 -0.703 2.089
H -1.462 0.309 1.534
C 1.296 -0.462 -1.351
C 0.886 0.980 -1.059
S -0.905 1.083 -0.552
H 1.104 -1.079 -0.470
H 0.670 -0.886 -2.135
H 2.340 -0.491 -1.631
H 0.899 1.577 -1.962
H 1.461 1.446 -0.275
H -1.313 0.172 -1.439
*
```



Record 6
10 unconnected molecules or ions with the total composition C48H73N12 at a distorted geometry. Source: the Open Molecules 2025 dataset; level of theory: wB97M-V/def2-TZVPD.

## Properties
HOMO = -9.38 eV
E_LUMO = -2.576 eV
HOMO-LUMO gap = 6.807 eV
E = -68832.6138 eV

ORCA input file:
```
! wB97M-V def2-TZVPD RIJCOSX def2/J DEFGRID3
* xyz 1 1
C -3.290 -2.209 -0.903
C -2.613 -3.409 -0.208
C -1.550 -3.018 0.807
C -1.111 -4.212 1.647
C -0.414 -2.244 0.142
C 0.665 -1.813 1.105
N 1.867 -1.210 0.454
C 2.285 -0.034 1.246
C 2.714 -0.536 2.636
C 3.462 0.745 0.616
C 3.157 2.248 0.456
C 1.667 -0.913 -0.971
N 0.881 0.279 -1.297
C 1.129 -2.135 -1.726
N 0.278 -3.045 -0.897
H -2.953 -1.272 -0.468
H -3.124 -2.193 -1.975
H -4.360 -2.274 -0.757
H -3.375 -3.988 0.299
H -2.200 -4.081 -0.965
H -2.024 -2.306 1.483
H -1.997 -4.623 2.118
H -0.446 -3.943 2.456
H -0.681 -5.000 1.033
H -0.869 -1.381 -0.324
H 0.189 -1.131 1.804
H 1.013 -2.672 1.666
H 1.466 0.671 1.417
H 3.280 0.235 3.143
H 1.872 -0.763 3.282
H 3.363 -1.393 2.478
H 3.819 0.310 -0.312
H 4.297 0.690 1.300
H 3.689 2.684 -0.380
H 3.507 2.762 1.345
H 2.092 2.449 0.397
H 2.635 -0.751 -1.425
H 0.160 0.468 -0.614
H 1.474 1.091 -1.397
H 0.624 -1.833 -2.629
H 1.994 -2.714 -2.038
H 0.795 -3.825 -0.487
H -0.435 -3.447 -1.513
N 4.008 -4.504 -0.030
C 4.887 -4.105 -1.004
C 5.369 -5.231 -1.615
C 4.759 -6.351 -0.988
C 3.925 -5.873 -0.014
H 3.511 -3.885 0.586
H 5.094 -3.062 -1.174
H 6.084 -5.251 -2.420
H 4.920 -7.389 -1.223
H 3.286 -6.384 0.686
N -4.476 1.181 -2.148
C -5.538 1.102 -1.287
C -6.684 1.237 -2.023
C -6.301 1.398 -3.381
C -4.933 1.358 -3.426
H -3.510 1.121 -1.885
H -5.387 0.961 -0.230
H -7.685 1.225 -1.631
H -6.957 1.529 -4.225
H -4.245 1.440 -4.251
N 5.213 0.312 7.465
C 4.162 -0.494 7.804
C 3.847 -1.254 6.709
C 4.748 -0.891 5.671
C 5.580 0.076 6.170
H 5.651 0.977 8.078
H 3.731 -0.459 8.789
H 3.061 -1.989 6.659
H 4.785 -1.296 4.674
H 6.396 0.614 5.718
N -9.666 1.941 0.195
C -10.314 2.840 -0.608
C -10.485 3.993 0.109
C -9.916 3.782 1.394
C -9.418 2.507 1.417
H -9.415 1.006 -0.068
H -10.596 2.583 -1.614
H -10.965 4.889 -0.246
H -9.879 4.486 2.209
H -8.913 1.957 2.192
N 6.966 5.462 8.226
C 6.589 5.970 7.014
C 6.013 4.958 6.295
C 6.044 3.792 7.107
C 6.638 4.137 8.293
H 7.418 5.984 8.955
H 6.761 7.004 6.769
H 5.615 5.043 5.298
H 5.672 2.818 6.845
H 6.854 3.558 9.175
N -5.449 -6.271 -2.889
C -5.158 -7.250 -1.980
C -5.324 -6.723 -0.727
C -5.735 -5.372 -0.889
C -5.802 -5.123 -2.236
H -5.414 -6.381 -3.886
H -4.865 -8.235 -2.300
H -5.176 -7.249 0.202
H -5.962 -4.666 -0.107
H -6.075 -4.235 -2.780
N -4.351 2.618 -6.971
C -4.497 2.251 -8.281
C -3.495 2.849 -8.998
C -2.716 3.609 -8.083
C -3.268 3.445 -6.840
H -4.953 2.328 -6.222
H -5.296 1.596 -8.588
H -3.339 2.755 -10.059
H -1.851 4.208 -8.312
H -2.987 3.846 -5.881
N 11.975 7.970 6.073
C 11.308 7.117 6.908
C 9.979 7.162 6.577
C 9.842 8.078 5.500
C 11.091 8.559 5.212
H 12.964 8.140 6.091
H 11.832 6.553 7.660
H 9.195 6.601 7.052
H 8.931 8.352 4.994
H 11.425 9.266 4.472
N -3.879 -1.254 -8.476
C -4.819 -2.205 -8.184
C -4.934 -3.028 -9.273
C -4.026 -2.556 -10.258
C -3.390 -1.461 -9.736
H -3.596 -0.511 -7.863
H -5.325 -2.213 -7.234
H -5.597 -3.874 -9.356
H -3.861 -2.971 -11.238
H -2.638 -0.813 -10.151
*
```



Record 7
2 unconnected molecules or ions with the total composition H3NP2 at a distorted geometry. Source: the Open Molecules 2025 dataset; level of theory: wB97M-V/def2-TZVPD.

## Properties
HOMO = -10.14 eV
E_LUMO = -0.067 eV
ΔE to the lowest compared entry with this formula, charge and spin = 14.6 kcal per mole
HOMO-LUMO gap = 10.068 eV
SMILES = N#P.P
E = -20113.7296 eV

ORCA input file:
```
! wB97M-V def2-TZVPD RIJCOSX def2/J DEFGRID3
* xyz 0 1
N 3.085 -0.477 0.461
P 2.113 0.360 -0.235
P -0.792 0.025 -0.419
H -1.909 -0.780 -0.361
H -1.569 1.150 -0.469
H -0.928 -0.277 1.023
*
```



Record 8
A single C8H5N5 molecule at a distorted geometry. Source: the Open Molecules 2025 dataset; level of theory: wB97M-V/def2-TZVPD.

## Properties
HOMO = -10.64 eV
E_LUMO = -0.070 eV
ΔE to the lowest compared entry with this formula, charge and spin = 9.8 kcal per mole
HOMO-LUMO gap = 10.575 eV
SMILES = N#C[C@H]1CCN(C#N)C1(C#N)C#N
E = -15824.0079 eV

ORCA input file:
```
! wB97M-V def2-TZVPD RIJCOSX def2/J DEFGRID3
* xyz 0 1
N 2.819 1.333 -1.498
C 2.007 0.706 -1.002
C 1.140 -0.102 -0.211
C 0.983 0.386 1.297
C -0.337 -0.323 1.607
N -1.067 -0.460 0.406
C -2.377 -0.606 0.198
N -3.508 -0.790 0.085
C -0.301 -0.081 -0.772
C -0.637 1.265 -1.245
N -0.826 2.239 -1.807
C -0.489 -1.068 -1.850
N -0.547 -1.759 -2.750
H 1.457 -1.214 0.045
H 0.820 1.528 1.327
H 1.847 0.160 1.796
H -0.185 -1.356 1.859
H -0.798 0.145 2.516
*
```